1.
Density functional theory data (ωB97M-V with the def2-TZVPD basis set) for a 2-piece molecular cluster, CH2INO overall.

Computed properties:
- ⟨S²⟩ = 2.013
- 2S+1 = 3
- relative energy (zero: lowest compared OMol25 entry of this formula, charge and spin) (kJ/mol) = 82.8
- HOMO-LUMO gap (spin up / spin down) (eV) = 8.244 / 8.652
- highest occupied orbital energy (spin up / spin down) (eV) = -7.96 / -10.08
- lowest unoccupied orbital energy (spin up / spin down) (Eh) = 0.0104 / -0.0525
- net charge = 0

Element x y z (Å)
C -0.04919 -0.54298 -0.13581
N 0.07036 1.43695 -0.06151
O 1.07610 1.59961 0.50116
I -2.04107 -0.94123 0.26048
H 0.63931 -0.87085 0.64437
H 0.30450 -0.68149 -1.20869

=====

2.
Density functional theory data (ωB97M-V with the def2-TZVPD basis set) for a 2-piece molecular cluster, CH2INS overall.

Computed properties:
- relative energy (zero: lowest compared OMol25 entry of this formula, charge and spin) (kJ/mol) = 273.9
- HOMO-LUMO gap (eV) = 8.551
- highest occupied orbital energy (eV) = -9.00
- lowest unoccupied orbital energy (Eh) = -0.0166
- net charge = 0

Element x y z (Å)
C -2.87092 1.84898 0.43424
N -0.24328 -0.17590 -0.57357
S -1.92586 2.99329 -0.03010
I -2.10880 -1.03119 -0.00618
H 0.32409 -1.00631 -0.90076
H 0.00166 -0.12955 0.34489

=====

3.
Density functional theory data (ωB97M-V with the def2-TZVPD basis set) for a 2-piece molecular cluster, CH2INS overall.

Computed properties:
- relative energy (zero: lowest compared OMol25 entry of this formula, charge and spin) (kJ/mol) = 397.9
- HOMO-LUMO gap (spin up / spin down) (eV) = 6.867 / 8.345
- highest occupied orbital energy (spin up / spin down) (eV) = -7.77 / -8.82
- lowest unoccupied orbital energy (spin up / spin down) (Eh) = -0.0331 / -0.0176
- net charge = 0

Element x y z (Å)
C -0.90143 -0.41953 0.42780
N 1.04474 0.97614 -0.38154
S -2.12267 -0.62610 -0.49620
I 2.66546 -0.13687 -0.15440
H -0.46069 -0.79652 1.32312
H 0.73788 0.94140 -1.35135

=====

4.
Density functional theory data (ωB97M-V with the def2-TZVPD basis set) for CH2IPS as an isolated structure.

Computed properties:
- relative energy (zero: lowest compared OMol25 entry of this formula, charge and spin) (kJ/mol) = 56.1
- HOMO-LUMO gap (eV) = 8.064
- highest occupied orbital energy (eV) = -8.81
- lowest unoccupied orbital energy (Eh) = -0.0275
- net charge = 0

Element x y z (Å)
C -1.75494 -1.09159 0.02431
P -0.14005 -0.33480 -0.79058
S -3.12674 -0.36921 0.33019
I -1.54641 -3.23044 0.43281
H -0.47741 0.99925 -0.62852
H 0.59426 -0.49323 0.33767

=====

5.
Density functional theory data (ωB97M-V with the def2-TZVPD basis set) for a 2-piece molecular cluster, CH2IPS overall.

Computed properties:
- relative energy (zero: lowest compared OMol25 entry of this formula, charge and spin) (kJ/mol) = 317.5
- HOMO-LUMO gap (spin up / spin down) (eV) = 7.168 / 7.019
- highest occupied orbital energy (spin up / spin down) (eV) = -8.64 / -8.27
- lowest unoccupied orbital energy (spin up / spin down) (Eh) = -0.0542 / -0.0461
- net charge = 0

Element x y z (Å)
C 4.45099 -1.23004 0.21280
P 0.50451 0.54386 0.37991
S 2.85545 -1.11124 0.11088
I 5.91220 0.18593 -0.13806
H -0.30744 0.80874 -0.71410
H -0.00172 -0.75350 0.52806

=====

6.
Density functional theory data (ωB97M-V with the def2-TZVPD basis set) for CH2LiMgO as an isolated structure.

Computed properties:
- ⟨S²⟩ = 0.759
- 2S+1 = 2
- relative energy (zero: lowest compared OMol25 entry of this formula, charge and spin) (kJ/mol) = 0.0
- HOMO-LUMO gap (spin up / spin down) (eV) = 5.190 / 5.837
- highest occupied orbital energy (spin up / spin down) (eV) = -5.65 / -6.57
- lowest unoccupied orbital energy (spin up / spin down) (Eh) = -0.0169 / -0.0270
- net charge = 0

Element x y z (Å)
C 0.11562 -0.52461 -0.43765
O -0.07409 0.46902 -1.13630
H 0.63599 -1.47150 -0.57264
Mg 1.24268 0.82423 1.26301
Li -1.23105 1.19235 0.49797
H -0.68915 -0.48949 0.38561

=====

7.
Density functional theory data (ωB97M-V with the def2-TZVPD basis set) for one molecule with the formula CH2N2.

Computed properties:
- relative energy (zero: lowest compared OMol25 entry of this formula, charge and spin) (kJ/mol) = 4.4
- HOMO-LUMO gap (eV) = 10.824
- highest occupied orbital energy (eV) = -10.27
- SMILES = N#CN
- lowest unoccupied orbital energy (Eh) = 0.0203
- net charge = 0

Element x y z (Å)
N 1.37582 -0.00834 0.00672
C 0.22158 0.01149 0.01042
N -1.10384 -0.01233 -0.07087
H -1.56123 0.87098 0.18058
H -1.67205 -0.79519 0.20589

=====

8.
Density functional theory data (ωB97M-V with the def2-TZVPD basis set) for one molecule with the formula CH2N2O.

Computed properties:
- ⟨S²⟩ = 2.014
- 2S+1 = 3
- relative energy (zero: lowest compared OMol25 entry of this formula, charge and spin) (kJ/mol) = 136.8
- HOMO-LUMO gap (spin up / spin down) (eV) = 8.907 / 10.018
- highest occupied orbital energy (spin up / spin down) (eV) = -7.80 / -11.66
- lowest unoccupied orbital energy (spin up / spin down) (Eh) = 0.0406 / -0.0604
- net charge = 0

Element x y z (Å)
C 0.33634 0.33462 0.86275
N 0.04026 -0.57626 0.09957
N -0.82364 -0.14222 -1.24080
O -0.50840 -0.92080 -2.03834
H 0.99231 -0.03412 1.59642
H -0.03687 1.33877 0.72040

=====

9.
Density functional theory data (ωB97M-V with the def2-TZVPD basis set) for a 2-piece molecular cluster, CH2N2O2 overall.

Computed properties:
- relative energy (zero: lowest compared OMol25 entry of this formula, charge and spin) (kJ/mol) = 361.0
- HOMO-LUMO gap (eV) = 9.251
- highest occupied orbital energy (eV) = -9.28
- SMILES = N=C=O.N=O
- lowest unoccupied orbital energy (Eh) = -0.0009
- net charge = 0

Element x y z (Å)
N 1.18166 0.48505 -1.18279
C 1.41672 0.32087 -0.01393
O 1.44017 0.13674 1.14781
H 1.64163 0.95332 -1.96853
N -1.79992 -0.89139 0.97067
O -1.50214 -0.95196 -0.17337
H -2.37813 -0.05262 1.22013

=====

10.
Density functional theory data (ωB97M-V with the def2-TZVPD basis set) for a 2-piece molecular cluster, CH2N2O2 overall.

Computed properties:
- relative energy (zero: lowest compared OMol25 entry of this formula, charge and spin) (kJ/mol) = 340.7
- HOMO-LUMO gap (eV) = 11.390
- highest occupied orbital energy (eV) = -10.35
- lowest unoccupied orbital energy (Eh) = 0.0381
- net charge = 0

Element x y z (Å)
C 1.78073 -0.39413 2.02544
N 0.07968 -0.43153 -0.10245
N -1.10274 -0.32236 -0.22110
O 2.66469 -0.00181 1.44262
O -1.56701 0.53526 -1.22463
H 0.67576 0.10994 -0.74782
H -2.53111 0.50463 -1.17205

=====

11.
Density functional theory data (ωB97M-V with the def2-TZVPD basis set) for one molecule with the formula CH2N2O2S.

Computed properties:
- relative energy (zero: lowest compared OMol25 entry of this formula, charge and spin) (kJ/mol) = 587.0
- HOMO-LUMO gap (spin up / spin down) (eV) = 6.898 / 8.922
- highest occupied orbital energy (spin up / spin down) (eV) = -8.78 / -9.97
- lowest unoccupied orbital energy (spin up / spin down) (Eh) = -0.0693 / -0.0387
- net charge = 0

Element x y z (Å)
C -1.19064 -0.36394 0.02509
N 0.03538 -0.92005 0.03361
N -1.44657 0.87044 -0.14601
O 3.31053 0.85574 0.12005
O 1.05977 -0.02586 0.05728
S 2.59105 -0.36733 -0.08968
H -1.93076 -1.16759 0.14365
H -2.42875 1.11858 -0.14399

=====

12.
Density functional theory data (ωB97M-V with the def2-TZVPD basis set) for a 2-piece molecular cluster, CH2N2O2Si overall.

Computed properties:
- relative energy (zero: lowest compared OMol25 entry of this formula, charge and spin) (kJ/mol) = 321.6
- HOMO-LUMO gap (eV) = 8.589
- highest occupied orbital energy (eV) = -9.15
- lowest unoccupied orbital energy (Eh) = -0.0207
- net charge = 0

Element x y z (Å)
C 1.78351 -0.47469 0.99495
N 1.48272 0.01724 2.02064
N -0.55391 -0.27535 -0.59433
O -0.29639 -1.12612 0.20809
O -0.73496 0.91543 -0.27883
Si -0.61900 0.32876 -2.23083
H 0.93219 0.57568 2.54825
H -1.99415 0.03905 -2.66793

=====

13.
Density functional theory data (ωB97M-V with the def2-TZVPD basis set) for one molecule with the formula CH2N2O3.

Computed properties:
- relative energy (zero: lowest compared OMol25 entry of this formula, charge and spin) (kJ/mol) = 397.2
- HOMO-LUMO gap (eV) = 9.154
- highest occupied orbital energy (eV) = -10.22
- SMILES = O=NC[N+](=O)[O-]
- lowest unoccupied orbital energy (Eh) = -0.0391
- net charge = 0

Element x y z (Å)
O -1.97398 -0.99406 0.49656
N -0.99313 -1.00710 -0.20661
C -0.27153 0.34825 -0.15716
N 1.17409 0.03313 -0.05153
O 1.63534 0.43967 0.97518
O 1.66314 -0.55651 -0.99243
H -0.52569 0.68477 0.87931
H -0.70824 1.05185 -0.94332

=====

14.
Density functional theory data (ωB97M-V with the def2-TZVPD basis set) for a 2-piece molecular cluster, CH2N2O3 overall.

Computed properties:
- ⟨S²⟩ = 2.051
- 2S+1 = 3
- relative energy (zero: lowest compared OMol25 entry of this formula, charge and spin) (kJ/mol) = 382.0
- HOMO-LUMO gap (spin up / spin down) (eV) = 7.961 / 9.520
- highest occupied orbital energy (spin up / spin down) (eV) = -9.19 / -11.72
- lowest unoccupied orbital energy (spin up / spin down) (Eh) = -0.0453 / -0.0807
- net charge = 0

Element x y z (Å)
C 0.28118 0.07344 0.09994
N 0.71198 -1.27336 0.04577
N -1.11789 0.21045 -0.13257
O 1.84419 -1.63317 -0.15260
O -1.48150 1.30378 0.15845
O -1.75138 -0.71441 -0.53410
H 0.87180 1.54137 -0.54232
H 0.64163 0.49189 1.05743

=====

15.
Density functional theory data (ωB97M-V with the def2-TZVPD basis set) for a 2-piece molecular cluster, CH2N2O3S overall.

Computed properties:
- relative energy (zero: lowest compared OMol25 entry of this formula, charge and spin) (kJ/mol) = 302.5
- HOMO-LUMO gap (spin up / spin down) (eV) = 6.651 / 5.708
- highest occupied orbital energy (spin up / spin down) (eV) = -0.20 / 0.81
- lowest unoccupied orbital energy (spin up / spin down) (Eh) = 0.2369 / 0.2395
- net charge = -2

Element x y z (Å)
C 1.49065 0.70876 0.09500
N 1.10752 -0.45229 -0.63262
N -1.53838 0.15588 -0.57326
O 0.62060 1.57904 0.35506
O 2.70691 0.79383 0.34525
O -1.00822 -2.36562 1.15135
S -0.29017 -1.10699 -0.74694
H -0.94789 0.89987 -0.14864
H -2.14103 -0.21248 0.15480

=====

16.
Density functional theory data (ωB97M-V with the def2-TZVPD basis set) for a 2-piece molecular cluster, CH2N2O3S overall.

Computed properties:
- relative energy (zero: lowest compared OMol25 entry of this formula, charge and spin) (kJ/mol) = 338.9
- HOMO-LUMO gap (eV) = 6.150
- highest occupied orbital energy (eV) = 0.52
- lowest unoccupied orbital energy (Eh) = 0.2451
- net charge = -2

Element x y z (Å)
C -0.74195 4.15043 1.39112
N -0.35193 3.21737 2.09844
N -0.07764 -0.95977 1.03600
O -0.72528 4.89626 0.46202
O -1.64785 4.03893 2.46174
O 2.34154 -0.81102 0.80935
S 1.11001 -0.07942 0.49402
H -0.88885 -0.36219 0.78969
H 1.10945 -0.13337 -1.04651

=====

17.
Density functional theory data (ωB97M-V with the def2-TZVPD basis set) for a 2-piece molecular cluster, CH2N2O3S overall.

Computed properties:
- relative energy (zero: lowest compared OMol25 entry of this formula, charge and spin) (kJ/mol) = 190.7
- HOMO-LUMO gap (eV) = 9.609
- highest occupied orbital energy (eV) = -9.82
- lowest unoccupied orbital energy (Eh) = -0.0077
- net charge = 0

Element x y z (Å)
C -0.88312 -0.71858 0.25878
N 0.63506 0.70340 0.50040
N -1.86856 0.05905 -0.05031
O -0.55954 -1.81915 0.44959
O 2.99310 1.39529 0.09292
O 2.23261 -0.75880 -0.88746
S 1.97082 0.40937 -0.09526
H -1.72733 1.05690 -0.06353
H -2.79304 -0.32749 -0.20513

=====

18.
Density functional theory data (ωB97M-V with the def2-TZVPD basis set) for one molecule with the formula CH2N2O3S.

Computed properties:
- relative energy (zero: lowest compared OMol25 entry of this formula, charge and spin) (kJ/mol) = 364.5
- HOMO-LUMO gap (eV) = 10.434
- highest occupied orbital energy (eV) = -11.09
- SMILES = N#CS(=O)(=O)NO
- lowest unoccupied orbital energy (Eh) = -0.0240
- net charge = 0

Element x y z (Å)
N 1.53483 2.10162 -0.21185
C 1.44927 0.95281 -0.15979
S 0.81861 -0.73230 0.03438
O 0.79133 -1.30083 -1.28701
O 1.49857 -1.28477 1.21078
N -1.05815 -0.25731 0.62682
O -1.67272 0.23085 -0.52480
H -0.93759 0.57283 1.17024
H -2.42415 -0.28289 -0.85877

=====

19.
Density functional theory data (ωB97M-V with the def2-TZVPD basis set) for a 2-piece molecular cluster, CH2N2O3Si overall.

Computed properties:
- relative energy (zero: lowest compared OMol25 entry of this formula, charge and spin) (kJ/mol) = 191.8
- HOMO-LUMO gap (spin up / spin down) (eV) = 8.005 / 8.020
- highest occupied orbital energy (spin up / spin down) (eV) = -9.47 / -9.49
- SMILES = O=[SiH]O.N#CN=O
- lowest unoccupied orbital energy (spin up / spin down) (Eh) = -0.0537 / -0.0539
- net charge = 0

Element x y z (Å)
O 0.14800 -0.09074 -0.59388
Si 0.87878 1.24896 -0.68717
O 0.18808 2.64396 -0.16599
H 2.11516 1.62491 -1.32118
H -0.63568 2.47383 0.38290
N -0.76231 -3.02797 -0.82092
C -0.61423 -2.37108 0.15378
N -0.90269 -1.43408 1.00499
O -0.41512 -1.06779 2.04747

=====

20.
Density functional theory data (ωB97M-V with the def2-TZVPD basis set) for a 2-piece molecular cluster, CH2N2O4 overall.

Computed properties:
- relative energy (zero: lowest compared OMol25 entry of this formula, charge and spin) (kJ/mol) = 421.2
- HOMO-LUMO gap (eV) = 8.065
- highest occupied orbital energy (eV) = -9.39
- lowest unoccupied orbital energy (Eh) = -0.0487
- net charge = 0

Element x y z (Å)
C 0.69757 -0.37784 -0.15451
N -0.82900 0.84529 0.65911
N 0.00887 -1.35527 -1.08091
O 1.78163 -0.41617 0.27168
O 0.75933 -2.06280 -1.70028
O -1.18580 -1.30343 -1.14167
O -0.17303 1.88832 1.25087
H -1.18970 1.20926 -0.22383
H 0.13014 1.57264 2.11953

=====

Across the entries above, energy takes the values -12703.0307 -21491.9519 -21490.6662 -29292.5255 -29289.8162 -8763.3801 -4048.9692 -6091.7004 -8141.6288 -8141.8393 -18975.2441 -16016.0288 -10185.9790 -10182.7068 -21022.7425 -21022.3656 -21024.4468 -21022.6462 -18066.3335 -12232.2854 eV, respectively.